{
  "formula": "C3H5P",
  "method": "ωB97M-V with the def2-TZVPD basis set",
  "de_lowest_ev": 1.994,
  "e_tot_ha": -458.5082,
  "smiles": "C#C.C=P",
  "fmax_ev_per_a": 3.2,
  "gap_ev": 9.90,
  "symbols": ["C", "C", "H", "H", "C", "P", "H", "H", "H"],
  "xyz": [[-0.22024, -0.93772, 2.29385], [0.72058, -0.32129, 1.90945], [-0.98329, -1.66116, 2.48778], [1.51025, 0.37569, 2.00387], [-0.46813, 0.62718, -1.32210], [0.00153, 0.85820, -2.93401], [-0.11199, -0.05909, -0.57552], [-1.37507, 1.29745, -0.95732], [0.92636, -0.17925, -2.90600]]
}